1.
Here is C37H55AsN9NaO as an isolated structure from the Open Molecules 2025 dataset. Energies are from the ωB97M-V functional and the def2-TZVPD basis.

Last column: Löwdin charge in e.
Positions of all 104 atoms, in Å:
1 Na 0.4529 0.6273 0.7952  0.145
2 C -0.3554 -2.2252 4.1537  -0.180
3 C -1.7755 -1.6643 4.0176  -0.242
4 N -1.8026 -0.3716 3.3678  -0.054
5 C -2.6907 0.6309 3.9164  -0.222
6 C -2.6826 1.9358 3.0611  -0.211
7 N -1.6092 1.9714 2.0838  -0.079
8 C -0.9781 3.2584 1.8073  -0.224
9 C -0.0594 3.7198 2.9510  -0.174
10 C 0.6166 2.5768 3.7140  -0.243
11 N 1.1865 1.5603 2.8542  -0.091
12 C 1.9083 0.5374 3.5847  -0.224
13 C 2.1373 -0.7061 2.7111  -0.190
14 N 0.8888 -1.2649 2.1762  -0.074
15 C 0.3699 -2.4620 2.8233  -0.225
16 H -0.4150 -3.1880 4.6786  0.098
17 H 0.2321 -1.5474 4.7812  0.092
18 H -2.2118 -1.5640 5.0177  0.102
19 H -2.3910 -2.4106 3.4853  0.106
20 H -1.9324 -0.4534 2.3681  0.075
21 H -2.3422 0.8492 4.9334  0.096
22 H -3.7356 0.2870 4.0143  0.097
23 H -2.5712 2.7878 3.7373  0.103
24 H -3.6544 2.0332 2.5680  0.088
25 H -1.9931 1.5759 1.2290  0.055
26 H -1.7094 4.0528 1.5808  0.105
27 H -0.3298 3.1461 0.9283  0.068
28 H -0.6082 4.3262 3.6830  0.090
29 H 0.7074 4.3596 2.5038  0.100
30 H -0.1317 2.0781 4.3484  0.100
31 H 1.3723 3.0101 4.3939  0.105
32 H 1.7619 1.9993 2.1049  0.050
33 H 1.2996 0.2598 4.4536  0.094
34 H 2.8818 0.8852 3.9728  0.108
35 H 2.6926 -1.4549 3.2962  0.108
36 H 2.7755 -0.4062 1.8726  0.102
37 H 1.0127 -1.4872 1.1883  0.054
38 H 1.1769 -3.1943 2.9984  0.101
39 H -0.3321 -2.9206 2.1202  0.101
40 N 1.3852 -7.2132 -7.2045  0.124
41 C 1.2506 -6.4553 -6.3543  -0.194
42 C 1.0779 -5.4998 -5.2751  -0.250
43 C 0.9087 -5.9471 -3.9714  -0.032
44 C 0.7356 -5.0350 -2.9435  -0.020
45 C 0.7432 -3.6649 -3.1900  -0.172
46 C 0.9117 -3.2325 -4.5010  -0.018
47 C 1.0764 -4.1385 -5.5381  -0.029
48 C 0.5677 -2.6882 -2.0693  -0.057
49 C -0.6651 -2.7962 -1.3501  -0.280
50 C -1.7260 -3.6938 -1.6718  -0.078
51 C -2.7475 -3.4223 -0.7738  -0.147
52 C -2.2647 -2.3614 0.0364  -0.242
53 N -1.0370 -1.9801 -0.3012  0.088
54 C 1.5949 -1.8027 -1.8732  -0.249
55 C 2.8298 -1.7107 -2.6458  -0.045
56 C 3.5493 -0.7059 -2.0915  -0.055
57 C 2.7687 -0.2227 -0.9689  -0.134
58 N 1.6430 -0.8750 -0.8303  0.079
59 H 0.9155 -7.0092 -3.7678  0.112
60 H 0.6150 -5.3804 -1.9245  0.126
61 H 0.8912 -2.1699 -4.7071  0.128
62 H 1.1934 -3.7918 -6.5555  0.114
63 H -1.7478 -4.4223 -2.4695  0.086
64 H -3.7066 -3.9152 -0.7023  0.070
65 H -2.7898 -1.8676 0.8463  0.073
66 H 3.1101 -2.3073 -3.5011  0.092
67 H 4.4997 -0.3148 -2.4189  0.091
68 H 3.0152 0.6102 -0.3107  0.084
69 N -0.8330 1.4872 -1.5610  0.028
70 H -0.0609 2.0291 -1.0898  -0.020
71 H -0.3707 1.0898 -2.3747  0.015
72 H -1.0329 0.6742 -0.9788  -0.020
73 C -5.5256 1.6450 -1.0841  -0.223
74 As -4.2803 0.1930 -0.8543  0.972
75 C -5.3761 -1.3936 -0.8840  -0.212
76 C -3.2564 0.1021 -2.4666  -0.209
77 O -3.4748 0.3888 0.5689  -0.498
78 H -6.0903 1.5689 -2.0149  0.027
79 H -4.9498 2.5687 -1.0679  0.037
80 H -6.1989 1.6330 -0.2293  0.028
81 H -6.1860 -1.2822 -1.6060  0.029
82 H -5.7765 -1.5492 0.1159  0.039
83 H -4.7423 -2.2379 -1.1510  -0.010
84 H -3.9424 0.1003 -3.3149  0.035
85 H -2.6784 -0.8244 -2.4401  0.031
86 H -2.5627 0.9446 -2.4837  -0.006
87 C 3.9285 3.2925 1.6862  -0.107
88 C 3.8297 3.7139 0.2517  -0.261
89 C 4.7998 4.5310 -0.2957  -0.155
90 C 4.8078 4.9047 -1.6506  -0.202
91 C 3.7999 4.3474 -2.4595  -0.153
92 C 2.8002 3.5326 -1.9680  -0.260
93 C 1.8016 2.9193 -2.9042  -0.112
94 C 2.6692 3.2035 -0.5266  -0.436
95 N 1.6812 2.5317 0.0036  -0.028
96 H 4.8892 3.6003 2.1155  0.055
97 H 3.8389 2.2001 1.7774  0.051
98 H 3.1217 3.7106 2.3083  0.055
99 H 5.6013 4.8907 0.3542  0.074
100 H 5.5814 5.5442 -2.0617  0.039
101 H 3.8131 4.5571 -3.5318  0.074
102 H 2.1125 3.0571 -3.9469  0.054
103 H 0.7966 3.3459 -2.7830  0.059
104 H 1.7052 1.8456 -2.6998  0.041

Computed properties:
Charge: -2
Kohn-Sham gap in eV: 2.79
Lowest unoccupied orbital energy in hartree: 0.13442
Total energy in eV: -119972.95440
F_max in eV/A: 0.9

=====

2.
Here is C37H56AsClHfP3S4Si as an isolated structure in a non-equilibrium geometry from the Open Molecules 2025 dataset. Energies are from the ωB97M-V functional and the def2-TZVPD basis.

Last column: Löwdin charge in e.
Positions of all 104 atoms, in Å:
1 Hf 0.4978 -0.1051 0.2329  0.695
2 C 1.4433 -2.5239 3.9673  -0.120
3 C -0.0061 -2.8205 3.5436  -0.551
4 C -0.0298 -4.1132 2.7164  -0.167
5 P -0.7054 -1.2364 2.8552  1.006
6 C -1.0285 -0.3334 4.4767  -0.516
7 C -1.9447 0.8784 4.3017  -0.109
8 C -1.5618 -1.1997 5.6189  -0.115
9 C -2.4174 -1.5848 2.2668  -0.379
10 C -3.1379 -2.6645 2.7837  -0.100
11 C -4.4447 -2.9165 2.3837  -0.082
12 C -5.0511 -2.0790 1.4609  -0.082
13 C -4.3446 -1.0008 0.9384  -0.100
14 C -3.0249 -0.7243 1.3199  -0.296
15 Si -2.0154 0.6418 0.4418  0.567
16 C -2.1185 2.2760 1.4049  -0.310
17 C -3.3361 2.6990 1.9647  -0.133
18 C -3.4682 3.9185 2.6089  -0.090
19 C -2.3586 4.7476 2.7032  -0.082
20 C -1.1400 4.3379 2.1805  -0.113
21 C -0.9854 3.0976 1.5455  -0.359
22 P 0.6861 2.5370 0.8926  0.803
23 C 1.1721 1.9052 2.7652  -0.551
24 C 1.2507 2.9103 3.9141  -0.122
25 C 2.4224 1.0115 2.8175  -0.150
26 C 2.2130 3.6231 0.8667  -0.505
27 C 3.0061 3.5236 -0.4456  -0.125
28 C 2.0276 5.0974 1.2291  -0.120
29 C -2.8895 1.0482 -1.2021  -0.290
30 C -4.1032 1.7563 -1.2226  -0.092
31 C -4.7853 2.0097 -2.4044  -0.081
32 C -4.2727 1.5358 -3.6036  -0.081
33 C -3.0659 0.8523 -3.6130  -0.090
34 C -2.3455 0.6336 -2.4316  -0.360
35 P -0.7631 -0.3065 -2.4205  1.023
36 C 0.2884 0.1639 -3.8871  -0.520
37 C 1.2349 1.3244 -3.5684  -0.152
38 C -0.3584 0.4890 -5.2399  -0.124
39 C -1.3530 -2.0398 -2.7311  -0.593
40 C -1.5430 -2.4396 -4.1880  -0.116
41 C -2.6229 -2.3369 -1.9277  -0.128
42 H 1.8498 -3.3748 4.5258  0.085
43 H 1.5258 -1.6398 4.6049  0.054
44 H 2.0756 -2.3827 3.0854  0.052
45 H -0.5968 -2.9979 4.4365  0.062
46 H 0.7946 -4.1475 2.0058  0.004
47 H -0.9572 -4.2618 2.1622  0.048
48 H 0.0923 -4.9576 3.4080  0.082
49 H -0.0391 0.0398 4.7604  0.088
50 H -2.9666 0.5665 4.0593  0.087
51 H -1.6132 1.5530 3.5220  0.032
52 H -1.9801 1.4483 5.2368  0.088
53 H -2.4471 -1.7690 5.3173  0.072
54 H -1.8665 -0.5407 6.4392  0.078
55 H -0.8196 -1.8924 6.0199  0.068
56 H -2.6711 -3.3347 3.4974  0.096
57 H -4.9780 -3.7695 2.7874  0.100
58 H -6.0668 -2.2717 1.1324  0.100
59 H -4.8253 -0.3737 0.1945  0.092
60 H -4.1988 2.0343 1.9248  0.098
61 H -4.4228 4.2193 3.0285  0.097
62 H -2.4359 5.7133 3.1898  0.098
63 H -0.2927 4.9991 2.2852  0.078
64 H 0.3166 1.2697 2.9648  -0.003
65 H 2.0131 3.6776 3.7169  0.062
66 H 1.5383 2.4138 4.8549  0.072
67 H 0.3020 3.4186 4.0899  0.057
68 H 3.3290 1.6130 2.9588  0.077
69 H 2.6234 0.4302 1.9101  -0.002
70 H 2.3857 0.2957 3.6491  0.058
71 H 2.8295 3.1634 1.6376  0.071
72 H 2.5937 4.1861 -1.2103  0.071
73 H 3.0387 2.5085 -0.8463  0.020
74 H 4.0401 3.8408 -0.2614  0.081
75 H 1.2863 5.5819 0.5886  0.037
76 H 2.9853 5.6094 1.0795  0.077
77 H 1.7422 5.2438 2.2715  0.049
78 H -4.5228 2.1297 -0.2928  0.088
79 H -5.7151 2.5664 -2.3866  0.099
80 H -4.8045 1.7012 -4.5344  0.100
81 H -2.6964 0.4752 -4.5534  0.072
82 H 0.8863 -0.7457 -3.9754  0.044
83 H 0.6849 2.2700 -3.5582  0.071
84 H 2.0035 1.3920 -4.3468  0.088
85 H 1.7413 1.1993 -2.6205  -0.035
86 H -0.8697 1.4529 -5.2080  0.074
87 H -1.0525 -0.2666 -5.6052  0.048
88 H 0.4476 0.5771 -5.9782  0.083
89 H -0.5390 -2.6388 -2.3370  -0.037
90 H -2.3638 -1.8933 -4.6685  0.069
91 H -1.7986 -3.5055 -4.2136  0.084
92 H -0.6303 -2.3148 -4.7719  0.060
93 H -3.4859 -1.7867 -2.3179  0.080
94 H -2.5149 -2.0871 -0.8719  0.020
95 H -2.8450 -3.4089 -1.9895  0.088
96 S 2.0638 -3.0637 -2.8882  -0.044
97 As 2.1969 -2.4897 -0.8691  -0.421
98 S 2.7381 -0.2891 -0.8072  0.050
99 S 0.1044 -2.5125 0.0391  0.154
100 S 3.4416 -3.5789 0.4134  -0.110
101 Cl -0.6037 4.8377 -1.1854  0.467
102 C 0.1089 3.1736 -0.9364  -0.700
103 H 0.9078 3.1112 -1.6631  -0.035
104 H -0.6708 2.4826 -1.2555  -0.032

Computed properties:
Charge: -1
Kohn-Sham gap in eV: 6.58
Lowest unoccupied orbital energy in hartree: 0.07802
Total energy in eV: -193035.78667
Relative energy (zero: lowest compared OMol25 entry of this formula, charge and spin) in kcal/mol: 53.02
F_max in eV/A: 1.7

=====

- Which of these has the lowest lowest unoccupied orbital energy?
  C37H56AsClHfP3S4Si

=====

- What is the total energy in the second record?
  -193035.78667 eV